Formula: C21H33F4IO8Si
Source: the Open Molecules 2025 dataset
Level of theory: ωB97M-V with the def2-TZVPD basis set

Geometry as XYZ:
```
68
Properties=species:S:1:pos:R:3:nbo_charge:R:1
C -2.478 -1.438 -0.758 -0.649
C -3.325 -2.298 0.399 -0.321
I -2.120 -3.884 1.344 0.089
C -4.115 -1.327 1.459 -0.901
Si -3.211 -1.040 3.134 1.039
C -1.394 -0.420 2.989 0.301
F -0.977 0.003 1.633 -0.360
F -1.285 0.807 3.864 -0.370
C -0.347 -1.525 3.678 0.497
F -0.009 -1.037 5.056 -0.365
F 0.844 -1.626 2.797 -0.345
H -2.641 -0.305 -0.494 0.210
H -2.853 -1.734 -1.841 0.250
H -1.334 -1.675 -0.595 0.238
H -4.171 -2.868 -0.220 0.230
H -4.455 -0.326 0.908 0.261
H -5.136 -1.885 1.721 0.261
H -3.971 0.024 3.838 -0.146
H -3.205 -2.191 4.034 -0.123
H -0.922 -2.545 3.834 0.204
O -0.672 -0.729 -3.208 -0.585
C 0.059 0.178 -2.847 0.795
O 0.818 0.937 -3.691 -0.487
C 1.627 1.825 -2.921 -0.085
C 0.930 1.949 -1.592 -0.429
C 0.293 0.592 -1.426 -0.536
H 2.629 1.392 -2.826 0.161
H 1.706 2.789 -3.433 0.234
H 1.604 2.219 -0.775 0.221
H 0.148 2.716 -1.654 0.216
H 0.974 -0.121 -0.953 0.241
H -0.647 0.655 -0.873 0.247
O -3.060 -5.203 5.504 -0.564
C -2.527 -4.407 6.259 0.786
O -2.728 -3.058 6.222 -0.499
C -1.866 -2.429 7.169 -0.085
C -1.521 -3.504 8.166 -0.428
C -1.529 -4.753 7.322 -0.531
H -0.984 -2.052 6.642 0.201
H -2.385 -1.589 7.639 0.199
H -0.570 -3.328 8.678 0.226
H -2.307 -3.571 8.928 0.209
H -0.557 -4.935 6.854 0.240
H -1.851 -5.624 7.897 0.247
O 1.115 4.166 -5.064 -0.575
C -0.092 4.002 -4.994 0.800
O -0.723 3.364 -3.964 -0.498
C -2.114 3.258 -4.262 -0.073
C -2.389 4.341 -5.273 -0.429
C -1.088 4.421 -6.032 -0.530
H -2.310 2.257 -4.662 0.190
H -2.699 3.396 -3.348 0.198
H -3.253 4.128 -5.908 0.226
H -2.573 5.291 -4.758 0.210
H -1.057 3.713 -6.864 0.244
H -0.889 5.437 -6.381 0.247
O 8.789 0.273 -1.916 -0.562
C 7.747 0.638 -2.436 0.784
O 7.535 1.889 -2.941 -0.484
C 6.178 1.997 -3.369 -0.072
C 5.720 0.581 -3.601 -0.429
C 6.507 -0.193 -2.574 -0.530
H 5.603 2.497 -2.583 0.176
H 6.127 2.598 -4.282 0.201
H 4.638 0.458 -3.506 0.220
H 6.011 0.258 -4.608 0.212
H 5.993 -0.230 -1.610 0.237
H 6.744 -1.200 -2.926 0.246
```

- calculated total energy (Eh) = -2408.46789
- LUMO energy (eV) = 0.1
- gap between HOMO and LUMO (eV) = 9.790
- E_HOMO (eV) = -9.66
- largest force on an atom (eV Å⁻¹) = 4.40
- multiplicity = 1
- SMILES = C[C@@H](I)C[SiH2]C(F)(F)C(F)F.O=C1CCCO1.O=C1CCCO1.O=C1CCCO1.O=C1CCCO1